C4H15N3P2 | ωB97M-V/def2-TZVPD

Computed properties:
Largest force on an atom ... 0.1032 hartree/bohr
Spin multiplicity ... 3
Electronic energy ... -27435.1386 eV
Charge ... 0
Lowest unoccupied orbital energy (spin up / spin down) ... 0.6880 / -1.8687 eV
Orbital gap (spin up / spin down) ... 5.64 / 6.68 eV

Each line ends with the Mulliken charge.
Element x y z (Å)
C -2.41694 -1.28521 1.20958  -0.780
C -3.53902 1.35607 0.47484  -0.865
C 2.98782 1.42376 0.21162  -1.095
C 0.82457 0.21844 -1.26695  -1.125
N -2.82105 -0.76189 -1.45944  -0.637
N 1.53506 -0.84491 1.38959  -0.851
N 3.15987 -1.21232 -0.54157  -0.673
P -2.90662 -0.09237 -0.05816  0.578
P 2.03704 -0.15470 0.08774  0.961
H -2.43217 -0.81216 2.18844  0.311
H -3.11250 -2.12272 1.17118  0.303
H -1.41544 -1.64206 0.96722  0.212
H 0.95593 -0.26654 1.97927  0.213
H -3.79486 2.09423 -0.26095  0.317
H -3.45490 1.63338 1.50299  0.326
H 3.48882 1.66284 -0.72222  0.318
H 2.32669 2.24080 0.49253  0.347
H 3.72915 1.27808 0.99537  0.312
H 1.32975 0.43825 -2.20402  0.426
H 0.17378 -0.64757 -1.38767  0.293
H 0.21043 1.07131 -0.98010  0.316
H -3.07805 -0.13821 -2.21077  0.246
H 3.13611 -1.35072 -1.54187  0.251
H 3.07652 -2.08578 -0.03667  0.297